DFT (ωB97M-V/def2-TZVPD) results for a cluster of 5 separate species, C37H72ClF5N2O17PS5 in total in a non-equilibrium geometry.

**Charge**: +1
**Strongest force on any atom**: 0.0376 hartree/bohr
**HOMO level**: -11.588 eV
**Spin multiplicity**: 1

Element x y z (Å)
C 2.33187 5.64177 -4.28259
O 1.26771 4.93972 -3.65598
C 0.13219 5.73860 -3.37935
C -0.86783 5.88293 -4.55297
C -0.58897 4.95262 -5.72274
C -1.01502 3.52166 -5.39417
C -0.31937 2.46146 -6.27415
C 0.72603 1.62660 -5.51137
C 0.23778 0.22077 -5.12970
C -0.40298 0.23839 -3.73581
C 0.62075 0.39555 -2.61152
N 0.94617 -0.84829 -1.81009
Cl 1.08777 -2.18516 -2.95707
C -0.21624 -1.19607 -0.92796
C -0.07075 -2.58182 -0.31790
C 1.36666 -2.81483 0.21796
S 1.26093 -3.51503 1.86289
O 0.41939 -2.69004 2.68387
O 2.57409 -3.79081 2.35681
C 0.39144 -5.15461 1.62036
F 0.16299 -5.37439 0.31879
F 1.20051 -6.09732 2.07299
C -0.94277 -5.25867 2.38956
F -0.74720 -5.05447 3.66548
F -1.82450 -4.40636 1.91277
F -1.41463 -6.47688 2.22302
C 2.09323 -1.49363 0.35554
C 2.21174 -0.69057 -0.95397
C 3.52167 -0.97909 -1.74804
C 4.21827 -2.29317 -1.45025
C 5.23953 -2.27263 -0.47627
C 5.94140 -3.42548 -0.12591
C 5.63750 -4.63587 -0.74902
C 4.65169 -4.67833 -1.74518
C 4.33239 -5.98242 -2.44032
C 3.95778 -3.51095 -2.08915
P 2.43004 1.06595 -0.32933
N 3.56177 1.23774 0.71121
O 0.99380 1.46365 0.23731
O 2.70951 1.98426 -1.59805
H 2.66769 5.06480 -5.14147
H 3.16848 5.74394 -3.59284
H 2.01537 6.63001 -4.60664
H 0.44583 6.72852 -3.04577
H -0.37635 5.27894 -2.53465
H -0.92584 6.91371 -4.88957
H -1.85641 5.62315 -4.17724
H -1.11013 5.29576 -6.61214
H 0.47324 4.90648 -5.95345
H -2.09858 3.43291 -5.47095
H -0.77294 3.33666 -4.34638
H 0.19165 2.98730 -7.07781
H -1.06125 1.82278 -6.74877
H 0.99920 2.18883 -4.61791
H 1.62248 1.54332 -6.12134
H 1.09609 -0.44804 -5.12819
H -0.49300 -0.12011 -5.85547
H -1.01248 1.14066 -3.70384
H -1.10517 -0.57735 -3.58222
H 1.55098 0.72119 -3.06269
H 0.25579 1.13634 -1.91289
H -0.29484 -0.46259 -0.13300
H -1.14449 -1.17547 -1.48962
H -0.41438 -3.36499 -0.97908
H -0.75537 -2.57176 0.53003
H 1.88184 -3.55906 -0.38460
H 1.52652 -0.90688 1.07977
H 3.07371 -1.61993 0.79581
H 3.37948 -0.80157 -2.81106
H 4.22882 -0.21335 -1.44296
H 5.48117 -1.33173 0.00207
H 6.71189 -3.34843 0.62463
H 6.18099 -5.51795 -0.44875
H 4.70414 -6.80085 -1.83289
H 3.25231 -6.10947 -2.47545
H 4.74854 -6.03053 -3.43999
H 3.22282 -3.57613 -2.87457
H 4.10381 0.41628 0.93519
H 0.84189 2.41899 0.23664
H 3.42291 2.58864 -1.34122
O 1.32076 -7.53014 8.61358
S 0.78561 -6.31967 9.15509
O -0.27587 -6.36679 10.10980
O 0.36137 -5.36777 7.95045
C -0.49423 -5.91986 6.92989
C -1.94295 -5.99857 7.36927
C 2.08514 -5.31033 9.77285
H -0.11653 -6.89599 6.62141
H -0.39695 -5.24589 6.08301
H -2.07761 -6.73203 8.16272
H -2.57143 -6.28728 6.52600
H -2.28003 -5.03503 7.75116
H 2.86394 -5.24261 9.01844
H 2.46892 -5.78431 10.67321
H 1.67875 -4.32982 10.00695
O 2.09761 1.99672 9.77509
S 2.76387 0.95364 10.49285
O 4.13367 0.65623 10.21449
O 1.90393 -0.37951 10.35933
C 1.52787 -0.79282 9.03029
C 2.66824 -1.45944 8.28759
C 2.55583 1.18599 12.22290
H 1.13682 0.06296 8.47832
H 0.70598 -1.49271 9.17189
H 3.46428 -0.75106 8.06298
H 2.30852 -1.87919 7.34744
H 3.10172 -2.25860 8.88919
H 1.50484 1.36689 12.42875
H 3.15396 2.05037 12.50171
H 2.91089 0.29864 12.73955
O -3.03148 7.24765 -6.89406
S -4.37738 7.73778 -6.93861
O -5.28230 7.41806 -5.87983
O -5.02216 7.32282 -8.32875
C -4.95028 5.93472 -8.71752
C -5.97533 5.07934 -8.00068
C -4.37438 9.47564 -7.20162
H -3.93604 5.56462 -8.55960
H -5.13682 5.93268 -9.78919
H -5.75456 5.00326 -6.93656
H -5.97954 4.07468 -8.42424
H -6.97091 5.51018 -8.10083
H -3.71490 9.70377 -8.03398
H -4.00871 9.93634 -6.28681
H -5.39151 9.79806 -7.40607
O -3.86213 -0.79978 -1.10735
S -4.96593 0.11621 -1.01154
O -4.70715 1.52090 -1.02513
O -5.82657 -0.25915 0.26055
C -5.15038 -0.39420 1.53301
C -4.83446 0.94540 2.16533
C -6.17312 -0.27325 -2.22726
H -4.25363 -1.00218 1.40495
H -5.84027 -0.95647 2.15774
H -4.08165 1.48803 1.59454
H -4.45689 0.79616 3.17672
H -5.72688 1.56830 2.20890
H -6.38616 -1.33753 -2.18364
H -5.75320 -0.00633 -3.19449
H -7.06495 0.31446 -2.02856

Atom charges from the Löwdin analysis, given in e for atoms 1 to 4: -0.10 -0.23 -0.22 -0.16